# 1
A cluster of 2 separate species, C4H9NO2 in total, computed with wB97M-V/def2-TZVPD.

Its highest occupied orbital energy is -9.757 eV. The calculation puts the maximum force at 0.89 eV/A. The total energy is -9876.386 eV. Its frontier orbital gap is 10.238 eV. As for the SMILES: CON=C=O.CC. The value obtained for the molar mass is 103.1 Da.

The geometry in ORCA input format:
```
! wB97M-V def2-TZVPD RIJCOSX def2/J DEFGRID3
* xyz 0 1
C 0.81 2.02 -2.55
O -0.09 0.93 -2.46
N -0.50 0.85 -1.13
C -1.55 0.27 -0.85
O -2.50 -0.24 -0.41
H 1.15 2.02 -3.59
H 0.30 2.96 -2.32
H 1.66 1.88 -1.87
C -0.34 -2.00 1.79
C 0.46 -0.72 2.03
H 0.21 -2.69 1.14
H -0.56 -2.51 2.73
H -1.30 -1.78 1.30
H -0.09 -0.02 2.68
H 1.41 -0.94 2.52
H 0.67 -0.20 1.09
*
```

Charges computed using Mulliken, reported in e: C -0.441; O -0.157; N -0.397; C 0.677; O -0.405; H 0.243; H 0.250; H 0.230; C -0.761; C -0.702; H 0.250; H 0.301; H 0.197; H 0.251; H 0.316; H 0.150

---

# 2
A cluster of 14 separate species, C49H114B6F24N8O3 in total, computed with wB97M-V/def2-TZVPD.

Its highest occupied orbital energy is -12.934 eV. The calculation puts the maximum force at 4.99 eV/A. The total energy is -140023.597 eV. Its frontier orbital gap is 8.411 eV. The value obtained for the molar mass is 1384.3 Da.

The geometry in ORCA input format:
```
! wB97M-V def2-TZVPD RIJCOSX def2/J DEFGRID3
* xyz 2 1
C 20.12 11.58 15.09
C 21.56 12.01 15.29
O 22.27 12.66 14.54
N 22.06 11.99 16.79
H 22.30 11.01 16.92
H 22.94 12.47 16.88
C 21.11 12.49 17.92
H 20.00 11.51 14.01
H 19.33 12.17 15.56
H 20.03 10.55 15.44
H 20.80 13.51 17.68
H 21.72 12.44 18.82
H 20.32 11.74 17.98
C 14.98 16.75 16.32
C 15.57 15.53 15.71
O 14.87 14.65 15.26
N 17.06 15.66 15.43
H 17.12 16.51 14.89
H 17.61 15.71 16.27
C 17.64 14.59 14.52
H 15.44 17.69 16.03
H 15.06 16.73 17.41
H 13.91 16.87 16.16
H 16.95 14.51 13.68
H 17.58 13.66 15.08
H 18.67 14.84 14.28
C 14.99 11.31 14.48
C 14.71 10.99 13.00
O 13.82 11.59 12.38
N 15.71 10.02 12.30
H 16.58 10.49 12.51
H 15.71 9.13 12.78
C 15.53 9.83 10.80
H 14.32 12.12 14.74
H 15.97 11.77 14.57
H 14.94 10.35 15.01
H 14.49 9.57 10.60
H 16.05 8.99 10.35
H 15.73 10.84 10.44
C 11.90 19.73 8.68
C 12.01 18.62 9.67
C 12.83 17.38 9.08
N 12.98 16.18 10.03
C 11.59 15.50 10.12
C 13.43 16.51 11.47
C 13.96 15.22 12.07
C 14.62 14.59 10.84
C 14.03 15.17 9.56
H 11.51 19.24 7.78
H 12.86 20.20 8.48
H 11.27 20.54 9.03
H 10.98 18.30 9.88
H 12.50 19.06 10.53
H 13.79 17.85 8.88
H 12.49 16.99 8.11
H 10.88 16.01 10.77
H 11.80 14.50 10.51
H 11.15 15.29 9.14
H 12.70 17.08 12.05
H 14.25 17.11 11.08
H 13.16 14.58 12.46
H 14.67 15.42 12.87
H 14.43 13.51 10.88
H 15.70 14.72 10.76
H 13.46 14.53 8.89
H 14.88 15.63 9.05
C 17.84 26.28 17.70
C 18.36 24.86 17.76
C 17.38 23.92 17.08
N 17.84 22.49 16.90
C 19.08 22.45 16.00
C 16.66 21.64 16.26
C 16.70 20.37 17.14
C 17.07 20.73 18.46
C 18.12 21.78 18.25
H 17.49 26.63 16.73
H 18.69 26.96 17.76
H 17.11 26.46 18.49
H 18.68 24.45 18.72
H 19.29 24.77 17.19
H 17.01 24.13 16.08
H 16.47 23.88 17.67
H 19.95 22.88 16.48
H 18.87 23.16 15.20
H 19.34 21.46 15.63
H 16.90 21.42 15.22
H 15.73 22.17 16.50
H 17.48 19.78 16.65
H 15.83 19.73 17.09
H 17.45 19.81 18.90
H 16.18 21.04 19.01
H 19.15 21.41 18.19
H 17.91 22.49 19.04
C 10.05 13.43 13.16
C 10.60 13.87 14.43
C 9.58 14.00 15.53
N 10.14 14.40 16.93
C 10.81 15.81 16.81
C 11.18 13.37 17.46
C 10.99 13.10 18.92
C 9.76 13.89 19.33
C 9.06 14.38 18.06
H 9.49 14.23 12.66
H 9.40 12.59 13.36
H 10.72 12.96 12.44
H 11.19 14.75 14.20
H 11.42 13.20 14.70
H 9.12 13.02 15.61
H 8.85 14.75 15.21
H 11.15 16.10 17.80
H 10.05 16.49 16.41
H 11.71 15.74 16.21
H 12.16 13.72 17.13
H 11.11 12.42 16.94
H 11.81 13.29 19.60
H 10.76 12.04 19.00
H 10.21 14.77 19.80
H 9.10 13.28 19.94
H 8.48 15.30 18.17
H 8.28 13.66 17.79
C 19.34 12.49 22.04
C 18.28 12.76 20.92
C 16.91 12.93 21.55
N 15.82 13.68 20.73
C 15.82 13.19 19.29
C 16.08 15.19 20.91
C 15.22 15.61 22.16
C 14.55 14.37 22.66
C 14.43 13.46 21.43
H 19.13 11.52 22.51
H 19.52 13.35 22.68
H 20.26 12.51 21.47
H 18.30 11.90 20.25
H 18.57 13.64 20.34
H 17.00 13.48 22.49
H 16.49 11.93 21.66
H 14.94 13.51 18.74
H 15.67 12.11 19.29
H 16.79 13.44 18.85
H 15.64 15.65 20.02
H 17.13 15.45 20.93
H 14.35 16.18 21.83
H 15.67 16.25 22.92
H 13.59 14.48 23.14
H 15.13 13.76 23.35
H 13.59 13.64 20.77
H 14.31 12.44 21.80
C 22.82 17.67 19.73
C 22.97 17.92 18.16
C 22.27 16.87 17.33
N 22.40 17.04 15.87
C 21.49 18.28 15.50
C 22.03 15.75 15.06
C 22.79 15.79 13.75
C 23.85 16.88 13.86
C 23.85 17.31 15.35
H 21.79 17.50 20.05
H 23.24 18.57 20.18
H 23.43 16.83 20.07
H 24.01 18.05 17.89
H 22.49 18.88 17.95
H 21.21 16.84 17.60
H 22.72 15.89 17.45
H 21.81 19.11 16.12
H 20.48 18.18 15.89
H 21.61 18.57 14.46
H 20.94 15.75 15.01
H 22.34 14.92 15.70
H 22.12 15.89 12.90
H 23.24 14.79 13.71
H 23.75 17.70 13.16
H 24.84 16.51 13.58
H 24.03 18.38 15.46
H 24.56 16.63 15.81
B 17.22 10.84 17.04
F 18.24 10.58 17.92
F 17.64 10.28 15.89
F 16.14 10.13 17.42
F 17.05 12.19 16.76
B 18.67 15.90 18.00
F 19.49 15.76 19.14
F 19.13 15.08 17.00
F 17.41 15.58 18.27
F 18.84 17.16 17.48
B 11.63 18.78 14.44
F 11.54 17.48 14.04
F 12.62 18.91 15.36
F 12.00 19.31 13.24
F 10.51 19.42 14.88
B 18.27 11.83 11.72
F 19.39 12.58 11.98
F 18.53 10.45 11.97
F 17.24 12.26 12.50
F 17.90 12.02 10.37
B 16.88 18.23 13.16
F 16.64 17.09 12.38
F 17.84 17.85 14.05
F 17.36 19.30 12.51
F 15.76 18.57 13.86
B 13.06 17.21 19.66
F 11.95 17.15 20.51
F 13.49 15.93 19.29
F 12.71 17.71 18.44
F 14.09 17.98 20.21
*
```

Mulliken atomic charge list, values in e, 99 entries: C -0.216; C 0.242; O -0.490; N -0.031; H 0.439; H 0.419; C -0.750; H 0.094; H -0.301; H 0.594; H 0.215; H 0.443; H 0.204; C 0.833; C 0.781; O 0.119; N 2.091; H -0.340; H -0.600; C -0.292; H -0.657; H -0.459; H -0.485; H 0.072; H -0.058; H 0.090; C 0.562; C 0.285; O -0.555; N 0.314; H -0.076; H 0.426; C -0.601; H -0.501; H -0.469; H 0.653; H 0.321; H 0.318; H 0.227; C -1.556; C 0.186; C -0.915; N 0.471; C -1.213; C -1.027; C 1.090; C -0.097; C -0.858; H 0.361; H 0.342; H 0.410; H 0.236; H 0.200; H 0.397; H 0.560; H 0.344; H 0.521; H 0.313; H 0.193; H 0.573; H 0.086; H -0.833; H -0.081; H 0.379; H 0.336; H 0.352; C -1.383; C -0.141; C -1.132; N 0.711; C -1.167; C -1.170; C 0.643; C -0.752; C -0.414; H 0.346; H 0.397; H 0.364; H 0.406; H 0.272; H 0.582; H 0.374; H 0.444; H 0.386; H 0.308; H 0.424; H 0.361; H -0.602; H 0.567; H 0.216; H 0.392; H 0.277; H 0.332; C -1.610; C 1.357; C -1.048; N 0.536; C -0.781; C -0.614

---

> Which of these has the lowest frontier orbital gap?

C49H114B6F24N8O3